Record 1
The following is a DFT calculation (ωB97M-V/def2-TZVPD) of the molecule C4H12N2 in a non-equilibrium geometry.

Values from the calculation:
SMILES string: CCCNCN

Bonds (Å) are listed after each position.
Atoms and positions in Å:
1 C 1.00924 2.65286 0.21750  C2 1.536, H7 1.092, H8 1.094, H9 1.104
2 C 0.81712 1.20832 0.70166  C1 1.536, C3 1.561, H10 1.103, H11 1.082
3 C 0.40425 0.23591 -0.44767  C2 1.561, N4 1.474, H12 1.093, H13 1.092
4 N -0.53356 -0.68275 0.22177  C3 1.474, C5 1.505, H14 1.019
5 C -0.61335 -1.98738 -0.52507  N4 1.505, N6 1.448, H15 1.095, H16 1.112
6 N -1.69100 -2.89866 -0.20299  C5 1.448, H17 1.017, H18 1.017
7 H 0.16743 2.96858 -0.40166  C1 1.092
8 H 1.92776 2.74253 -0.37087  C1 1.094
9 H 1.24397 3.19894 1.14773  C1 1.104
10 H 1.70564 0.81428 1.22252  C2 1.103
11 H 0.07866 1.31070 1.48548  C2 1.082
12 H 1.22242 -0.41098 -0.77523  C3 1.093
13 H 0.10955 0.86366 -1.29181  C3 1.092
14 H -1.47582 -0.29490 0.19513  N4 1.019
15 H -0.48769 -1.66130 -1.56260  C5 1.095
16 H 0.25749 -2.54781 -0.11872  C5 1.112
17 H -2.59200 -2.43378 -0.28321  N6 1.017
18 H -1.55012 -3.07823 0.78803  N6 1.017

Record 2
The following is a DFT calculation (ωB97M-V/def2-TZVPD) of a cluster of 2 separate species, C4H12N2 in total in a non-equilibrium geometry.

Values from the calculation:
SMILES string: C=NC.CNC

Bonds (Å) are listed after each position.
Atoms and positions in Å:
1 C -2.20212 1.79880 0.20734  N2 1.262, H4 1.088, H5 1.100
2 N -1.05158 1.42865 0.57004  C1 1.262, C3 1.478
3 C -0.95187 0.67969 1.84009  N2 1.478, H6 1.085, H7 1.085, H8 1.098
4 H -2.34755 2.75513 -0.29046  C1 1.088
5 H -3.09876 1.25346 0.53545  C1 1.100
6 H 0.05539 0.91826 2.16600  C3 1.085
7 H -1.78840 0.87333 2.50280  C3 1.085
8 H -0.91294 -0.40313 1.66064  C3 1.098
9 C 2.15823 -1.48792 -0.05219  N10 1.445, H12 1.093, H13 1.101, H14 1.088
10 N 1.63446 -0.82102 -1.22190  C9 1.445, C11 1.452, H15 1.008
11 C 0.24287 -1.15716 -1.46594  N10 1.452, H16 1.103, H17 1.089, H18 1.092
12 H 1.41114 -1.74292 0.70435  C9 1.093
13 H 2.74809 -0.76375 0.53100  C9 1.101
14 H 2.88174 -2.27140 -0.26932  C9 1.088
15 H 1.69142 0.18444 -1.17417  N10 1.008
16 H -0.36323 -0.77098 -0.62856  C11 1.103
17 H -0.22461 -0.74528 -2.35959  C11 1.089
18 H 0.01786 -2.22526 -1.46451  C11 1.092

For the records above, the corresponding relative energy (zero: lowest compared OMol25 entry of this formula, charge and spin) values read 1.216 2.511 eV.
For the records above, the corresponding lowest unoccupied orbital energy values read 1.15 0.97 eV.
For the records above, the corresponding Kohn-Sham gap values read 10.02 9.49 eV.